Entry 1:
{"formula": "C8H14FNO", "method": "the ωB97M-V functional and the def2-TZVPD basis", "symbols": ["F", "C", "N", "C", "C", "C", "C", "C", "C", "O", "C", "H", "H", "H", "H", "H", "H", "H", "H", "H", "H", "H", "H", "H", "H"], "coordinates": [[1.807864, 0.079653, 1.567921], [1.656712, -0.023806, 0.208771], [0.162815, -0.056272, -0.117320], [-0.489341, -1.140166, 0.507458], [-1.854391, -1.265934, -0.181962], [-2.698702, -0.006980, 0.045862], [-1.852529, 1.281428, -0.219212], [-0.506106, 1.179986, 0.446880], [2.499754, 1.032697, -0.511304], [3.495489, 0.019024, -0.829880], [2.653461, -1.066467, -0.369834], [-0.455512, -0.976924, 1.552516], [0.080520, -2.038853, 0.260876], [-2.334616, -2.139943, 0.196517], [-1.456679, -1.361522, -1.232632], [-3.653103, -0.178518, -0.531275], [-2.946808, 0.093274, 1.107866], [-1.670025, 1.350110, -1.328675], [-2.572584, 2.230081, 0.116664], [0.031215, 2.167887, 0.127966], [-0.437925, 1.019900, 1.513624], [2.160521, 1.475221, -1.542627], [2.847403, 1.884248, 0.121189], [3.166898, -1.733962, 0.243148], [2.365658, -1.824165, -1.152534]], "forces_ev_per_a": [[0.3, 0.0, 0.7], [-2.6, -0.1, -1.4], [3.3, 2.5, -0.1], [-0.1, -1.5, -1.2], [1.6, 0.9, 0.0], [0.0, -0.2, -0.3], [-3.3, 0.9, -0.6], [1.8, 1.2, -1.8], [0.2, 0.8, -1.8], [-0.1, 0.0, 0.3], [-0.8, 0.4, -1.8], [-0.5, -0.3, 1.5], [0.0, -0.2, 0.3], [-0.6, -0.7, -0.1], [-1.3, -0.1, 0.7], [0.9, 0.9, 0.5], [-0.3, -0.5, 0.0], [-0.1, 0.3, 1.1], [2.3, -2.2, -0.8], [-0.4, -1.9, 0.8], [-0.6, 0.7, 0.5], [-0.1, -0.8, 2.1], [0.0, -0.8, -0.3], [0.9, -0.5, 2.1], [-0.5, 1.4, 0.0]], "e_lumo_ev": 1.0, "gap_ev": 10.36, "multiplicity": 1, "e_above_lowest_kcal_mol": 30.3, "energy_ev": -14775.54563, "smiles": "FC1(N2CCCCC2)COC1", "largest_force_ev_per_a": 4.15}

---

Entry 2:
{"formula": "C41H42BF5HoN8S", "method": "the ωB97M-V functional and the def2-TZVPD basis", "symbols": ["Ho", "C", "C", "C", "C", "C", "C", "N", "N", "B", "N", "C", "C", "C", "N", "C", "C", "C", "N", "C", "C", "C", "N", "C", "C", "C", "H", "H", "H", "H", "H", "H", "H", "H", "H", "H", "H", "H", "H", "H", "H", "H", "H", "H", "H", "H", "H", "H", "H", "H", "H", "H", "H", "H", "F", "C", "C", "C", "C", "C", "F", "C", "C", "C", "C", "C", "C", "N", "H", "H", "H", "H", "H", "H", "F", "C", "F", "F", "C", "C", "C", "C", "N", "C", "S", "H", "H", "H", "C", "C", "C", "C", "C", "C", "H", "H", "H", "H", "H"], "coordinates": [[-0.088752, 0.095156, -0.013170], [-5.201866, 0.898954, -1.229451], [-3.746931, 1.304119, -0.984379], [-3.633565, 2.816825, -0.768447], [-2.869500, 0.864675, -2.120247], [-3.075073, 1.074554, -3.491551], [-1.994279, 0.478836, -4.104244], [-1.209688, -0.055527, -3.156647], [-1.738171, 0.178962, -1.935232], [0.064865, -0.869741, -3.438341], [1.351546, -0.065402, -3.169810], [2.155242, 0.362072, -4.153292], [3.219265, 1.018315, -3.585787], [2.988442, 0.951908, -2.202978], [1.854141, 0.277627, -1.960012], [3.866639, 1.587695, -1.157569], [4.428571, 0.564140, -0.171963], [5.002838, 2.381088, -1.803660], [0.089077, -2.184198, -2.642744], [0.344279, -3.370616, -3.214800], [0.293009, -4.338534, -2.241130], [0.011933, -3.640044, -1.054918], [-0.115283, -2.331758, -1.313249], [-0.224855, -4.291199, 0.280622], [1.024241, -5.008537, 0.801234], [-1.349652, -5.327207, 0.138470], [-5.794343, 1.076207, -0.330078], [-5.274769, -0.159254, -1.488453], [-5.633988, 1.482470, -2.046124], [-3.394042, 0.795376, -0.088673], [-3.950424, 3.355781, -1.665441], [-2.603696, 3.094639, -0.552711], [-4.261695, 3.132675, 0.068595], [-3.898815, 1.584557, -3.961170], [-1.735927, 0.396965, -5.146900], [0.056713, -1.154656, -4.604508], [1.910676, 0.177311, -5.185977], [4.036375, 1.492274, -4.099501], [3.259840, 2.295112, -0.595188], [4.919528, -0.254102, -0.705066], [3.632822, 0.153354, 0.441876], [5.162546, 1.035623, 0.486474], [5.669371, 1.718134, -2.361133], [5.586461, 2.875731, -1.025781], [4.616893, 3.146780, -2.478446], [0.527469, -3.442888, -4.273616], [0.439352, -5.398703, -2.360161], [-0.517454, -3.515825, 0.989089], [1.351627, -5.753849, 0.071848], [0.801258, -5.519553, 1.740768], [1.829463, -4.305056, 0.976321], [-0.990199, -6.185308, -0.433160], [-2.214289, -4.916337, -0.384503], [-1.668814, -5.687498, 1.118630], [-2.003233, 4.506628, 3.410398], [-2.217324, 3.208800, 3.090659], [-1.382957, 2.584056, 2.190848], [-1.544339, 1.240346, 1.818796], [-2.618491, 0.572861, 2.456072], [-3.464172, 1.248791, 3.332128], [-4.555430, 0.633250, 3.864555], [-3.291653, 2.571160, 3.675470], [-2.873704, -0.845114, 2.126207], [-3.425536, -1.745642, 3.041765], [-3.736404, -3.026937, 2.629217], [-3.502973, -3.385727, 1.310705], [-2.887347, -2.459870, 0.487717], [-2.555158, -1.232991, 0.881296], [-0.595145, 3.190658, 1.761150], [-3.972064, 3.073192, 4.348081], [-3.620221, -1.445585, 4.059260], [-4.162341, -3.738117, 3.326340], [-3.760692, -4.368833, 0.944197], [-2.646453, -2.697885, -0.543259], [2.294004, 6.712993, -0.139629], [1.752323, 5.579291, -0.672379], [2.444945, 5.343613, -1.815151], [0.503788, 5.902662, -1.026561], [1.869954, 4.437898, 0.289312], [2.708113, 4.583394, 1.376920], [2.896763, 3.524212, 2.256280], [2.249314, 2.337039, 1.974743], [1.456294, 2.162705, 0.926706], [1.215638, 3.190968, 0.067518], [0.160727, 2.866842, -1.222745], [3.213094, 5.524931, 1.546201], [3.536554, 3.623853, 3.120920], [2.388714, 1.464157, 2.606700], [3.202690, -2.261226, 3.424472], [2.052292, -1.611527, 3.849693], [1.169198, -1.075729, 2.918392], [1.349467, -1.178592, 1.523916], [2.511626, -1.876108, 1.151576], [3.430235, -2.386878, 2.061628], [3.909292, -2.661664, 4.142411], [1.847012, -1.516922, 4.911484], [0.296852, -0.546479, 3.300416], [2.722775, -2.025363, 0.093468], [4.325578, -2.889200, 1.708354]], "forces_ev_per_a": [[-0.1, 0.7, 0.1], [0.1, -0.1, 0.0], [0.0, 0.1, -0.1], [0.0, -0.1, 0.0], [0.0, -0.1, 0.0], [0.0, 0.0, 0.0], [-0.1, 0.0, 0.1], [-0.1, 0.0, -0.3], [0.1, 0.0, 0.2], [0.1, 0.1, 0.4], [0.1, -0.1, -0.2], [0.0, 0.1, 0.0], [0.0, 0.0, 0.0], [0.0, 0.0, -0.1], [-0.1, -0.1, 0.3], [0.2, -0.1, 0.0], [-0.1, 0.1, -0.1], [-0.1, 0.0, 0.0], [-0.1, -0.2, -0.3], [-0.1, -0.1, 0.1], [0.1, 0.0, 0.1], [-0.1, 0.0, -0.1], [0.2, 0.2, 0.3], [0.0, -0.1, -0.1], [-0.1, 0.1, -0.1], [0.0, 0.0, 0.0], [0.0, 0.0, 0.0], [0.0, 0.0, 0.0], [0.0, 0.0, 0.0], [0.0, 0.0, 0.0], [0.0, 0.0, 0.0], [0.0, 0.1, 0.0], [0.0, 0.0, 0.0], [0.0, 0.0, 0.0], [0.0, -0.1, 0.0], [0.0, 0.0, -0.1], [0.0, 0.0, 0.0], [0.0, 0.0, 0.0], [0.0, 0.0, 0.0], [0.0, 0.0, 0.0], [0.0, -0.1, 0.0], [0.0, 0.0, 0.0], [0.0, 0.0, 0.0], [0.0, 0.0, 0.0], [0.0, 0.0, 0.0], [0.0, 0.0, 0.0], [0.0, 0.0, 0.0], [0.0, 0.0, 0.1], [0.0, 0.0, 0.0], [0.0, 0.0, 0.0], [0.1, 0.0, 0.0], [0.0, 0.0, 0.0], [0.1, -0.1, 0.0], [0.0, 0.0, 0.0], [0.0, 0.1, 0.0], [-0.1, -0.1, 0.0], [0.2, 0.0, -0.2], [0.0, 0.1, 0.0], [0.2, -0.1, -0.1], [0.1, 0.1, -0.1], [-0.1, -0.1, 0.1], [-0.1, 0.0, 0.0], [-0.1, -0.1, 0.1], [-0.1, -0.1, 0.0], [0.0, 0.1, -0.1], [-0.1, 0.0, 0.1], [-0.1, 0.0, -0.1], [0.4, 0.0, 0.1], [0.0, 0.0, 0.0], [0.0, 0.0, 0.0], [0.0, 0.1, 0.0], [0.0, 0.0, 0.0], [0.0, 0.1, 0.0], [0.1, 0.0, 0.0], [-0.1, -0.1, -0.2], [0.1, 0.2, -0.1], [-0.2, 0.1, 0.1], [0.1, 0.0, 0.1], [0.0, -0.2, 0.2], [-0.1, -0.1, 0.0], [0.0, 0.1, 0.0], [0.1, -0.2, 0.2], [-0.4, -0.2, -0.3], [0.2, 0.1, 0.1], [-0.4, -0.3, 0.0], [0.0, 0.0, 0.0], [0.0, -0.1, 0.0], [-0.1, 0.0, 0.0], [0.0, 0.0, 0.0], [0.0, 0.0, 0.1], [-0.2, 0.1, -0.1], [0.0, 0.0, 0.2], [-0.1, 0.0, -0.2], [0.0, -0.1, 0.0], [0.0, 0.0, 0.0], [0.0, 0.0, 0.0], [0.0, 0.0, 0.0], [0.0, 0.0, 0.0], [0.0, 0.0, 0.0]], "s_squared": 6.00, "e_lumo_ev": [2.4, 2.4], "gap_ev": [7.32, 7.32], "multiplicity": 5, "total_charge": -1, "energy_ev": -106025.13639, "largest_force_ev_per_a": 0.74}

---

Entry 3:
{"formula": "C21H42FNO10S4", "method": "the ωB97M-V functional and the def2-TZVPD basis", "symbols": ["C", "O", "C", "C", "N", "C", "C", "O", "F", "H", "H", "H", "H", "H", "H", "H", "H", "H", "H", "O", "S", "O", "C", "C", "C", "C", "H", "H", "H", "H", "H", "H", "H", "H", "O", "S", "O", "C", "C", "C", "C", "H", "H", "H", "H", "H", "H", "H", "H", "O", "S", "O", "C", "C", "C", "C", "H", "H", "H", "H", "H", "H", "H", "H", "O", "S", "O", "C", "C", "C", "C", "H", "H", "H", "H", "H", "H", "H", "H"], "coordinates": [[-2.800692, -0.275828, 2.914922], [-2.662566, -1.198020, 1.844863], [-1.978211, -0.646961, 0.737728], [-2.731664, 0.532021, 0.097042], [-2.180891, 0.997682, -1.160440], [-1.854988, -1.805406, -0.264608], [-0.712698, -1.601002, -1.201077], [0.320338, -1.223182, -0.928222], [-0.989988, -1.929940, -2.473123], [-1.850314, 0.073916, 3.324382], [-3.439519, 0.576091, 2.678449], [-3.314243, -0.817823, 3.724928], [-0.962155, -0.349748, 1.021166], [-3.777687, 0.249427, -0.005725], [-2.668773, 1.368128, 0.790886], [-1.198353, 1.253681, -1.091319], [-2.340688, 0.350271, -1.920929], [-1.635281, -2.699370, 0.317579], [-2.778672, -1.926643, -0.823441], [0.312646, 1.830288, -2.183378], [0.654237, 1.867908, -3.586457], [-0.327099, 2.196832, -4.592543], [2.085275, 2.913958, -3.796906], [3.268425, 1.970482, -3.627297], [2.902437, 0.695662, -4.399224], [1.463072, 0.324904, -4.018790], [2.063758, 3.714603, -3.067492], [2.048434, 3.321091, -4.802024], [4.189254, 2.419528, -3.997006], [3.407878, 1.733994, -2.569640], [2.961340, 0.891788, -5.472457], [3.588349, -0.121644, -4.178258], [0.927009, -0.137960, -4.844087], [1.429851, -0.324850, -3.145810], [-0.852698, -5.227989, 3.844038], [-0.556348, -5.125488, 2.434906], [-1.567028, -4.760767, 1.475321], [0.863450, -4.057410, 2.227791], [2.059385, -4.999222, 2.321899], [1.679420, -6.240536, 1.504408], [0.254327, -6.638934, 1.909425], [0.855776, -3.286492, 2.995277], [0.794830, -3.602950, 1.238893], [2.966994, -4.528819, 1.946224], [2.231451, -5.281196, 3.363409], [1.705312, -5.996667, 0.440206], [2.376677, -7.061184, 1.668605], [-0.301383, -7.068649, 1.079512], [0.253096, -7.327373, 2.752731], [4.227205, 5.990504, -6.418635], [3.181887, 6.165150, -5.443376], [3.164985, 5.408585, -4.214026], [3.033899, 7.906973, -5.067076], [2.035963, 8.430784, -6.094564], [0.920784, 7.379817, -6.168789], [1.591554, 6.004491, -6.265908], [4.012120, 8.378119, -5.131478], [2.640853, 7.993976, -4.054133], [1.651087, 9.409929, -5.812786], [2.520007, 8.525966, -7.069326], [0.312751, 7.429442, -5.263123], [0.258958, 7.552666, -7.016243], [1.008581, 5.230774, -5.769702], [1.779998, 5.720089, -7.299668], [-1.181452, -0.621008, 7.495158], [-2.182121, -1.301764, 6.712480], [-2.857883, -0.653635, 5.613015], [-1.509909, -2.841036, 6.120507], [-1.821991, -3.845391, 7.223065], [-3.261903, -3.545149, 7.659181], [-3.387806, -2.025394, 7.829786], [-0.445231, -2.727147, 5.929802], [-2.031552, -3.092626, 5.197040], [-1.710571, -4.870320, 6.872434], [-1.139877, -3.699301, 8.064435], [-3.951426, -3.883790, 6.882968], [-3.523307, -4.066762, 8.579352], [-4.379922, -1.667137, 7.565255], [-3.136763, -1.707011, 8.840019]], "forces_ev_per_a": [[-0.9, -0.7, 0.7], [0.2, 0.6, 0.0], [-0.3, -0.5, -0.6], [0.7, 0.1, 0.3], [-0.3, -0.1, 0.2], [-0.1, 0.3, 0.0], [-4.7, -1.3, -0.2], [5.6, 1.7, 1.2], [-0.3, -0.3, -0.9], [0.2, 0.0, -0.2], [0.1, 0.1, -0.3], [0.4, 0.3, -0.8], [0.0, 0.2, 0.1], [-0.1, 0.0, -0.1], [-0.2, 0.1, 0.1], [-0.4, -0.1, -0.3], [0.2, 0.1, 0.0], [-0.2, -0.2, -0.1], [-0.1, -0.2, 0.1], [0.1, 0.1, -0.2], [0.3, 0.0, -0.3], [-0.2, 0.0, 0.2], [0.1, -0.3, 0.2], [0.0, -0.1, 0.0], [0.0, 0.1, 0.0], [0.3, -0.3, -0.1], [-0.2, 0.0, 0.0], [-0.1, 0.0, 0.0], [0.0, 0.0, 0.0], [0.0, 0.0, 0.0], [0.0, 0.0, 0.0], [0.0, 0.0, 0.0], [-0.1, 0.1, 0.1], [-0.1, 0.1, 0.1], [-0.2, 0.0, 0.0], [0.2, 0.1, -0.2], [-0.2, -0.1, 0.2], [0.3, 0.1, 0.0], [0.0, -0.1, 0.0], [0.0, 0.1, 0.0], [0.3, -0.3, -0.2], [-0.2, 0.0, 0.0], [-0.1, 0.0, 0.0], [0.0, 0.0, 0.0], [0.0, 0.0, 0.0], [0.0, 0.0, 0.0], [0.0, 0.0, 0.0], [-0.1, 0.0, 0.1], [-0.1, 0.1, 0.1], [0.1, -0.2, 0.1], [-0.2, 0.3, 0.1], [0.4, 0.2, -0.2], [-0.1, 0.3, 0.0], [0.0, -0.1, -0.1], [0.0, 0.1, 0.1], [-0.4, 0.1, -0.1], [0.1, -0.2, 0.0], [0.0, -0.1, 0.0], [0.0, 0.0, 0.0], [0.0, 0.0, 0.0], [0.0, 0.0, 0.0], [0.0, 0.0, 0.0], [0.1, -0.1, 0.0], [0.1, 0.0, 0.0], [0.0, 0.2, -0.1], [-0.1, -0.3, -0.1], [0.2, 0.3, 1.0], [0.1, -0.4, 0.0], [0.0, 0.0, 0.1], [0.0, 0.0, 0.0], [-0.3, -0.3, 0.2], [0.0, 0.1, 0.0], [0.0, 0.0, 0.0], [0.0, 0.0, -0.1], [0.0, 0.0, 0.0], [0.0, 0.0, 0.0], [0.0, 0.0, 0.0], [0.1, 0.2, 0.0], [0.1, 0.1, -0.1]], "e_lumo_ev": 0.5, "gap_ev": 8.74, "multiplicity": 1, "energy_ev": -90480.20131, "smiles": "CO[C@H](CN)CC(=O)F.O=S1(=O)CCCC1.O=S1(=O)CCCC1.O=S1(=O)CCCC1.O=S1(=O)CCCC1", "largest_force_ev_per_a": 5.94}

---

Entry 4:
{"formula": "C5H10O3", "method": "the ωB97M-V functional and the def2-TZVPD basis", "symbols": ["C", "C", "C", "O", "O", "H", "H", "H", "H", "H", "H", "C", "C", "O", "H", "H", "H", "H"], "coordinates": [[-2.100839, -0.438662, -0.570527], [1.022300, 1.585857, -1.069352], [-0.002523, 1.252184, -0.048186], [-0.671721, -0.353476, -0.694848], [-0.812906, 1.843987, 0.557012], [-2.433900, -0.029737, 0.385732], [-2.390950, -1.486302, -0.646374], [-2.547448, 0.126967, -1.385922], [1.759519, 0.791755, -1.166289], [1.510101, 2.509777, -0.757661], [0.507174, 1.736397, -2.019488], [0.585685, -1.617858, 1.403771], [1.520629, -0.677213, 1.004077], [2.636620, -0.679931, 0.520740], [0.966360, 0.402035, 0.978559], [-0.221520, -1.039019, -0.032477], [-0.237610, -1.281527, 2.023862], [0.911028, -2.645234, 1.517371]], "forces_ev_per_a": [[0.2, 0.0, 0.0], [0.1, -0.1, 0.0], [-0.8, 0.3, -0.1], [0.1, 0.3, 0.2], [0.6, -0.6, -0.3], [0.0, 0.0, 0.0], [0.0, 0.1, 0.0], [0.0, 0.0, 0.0], [0.0, 0.0, 0.1], [0.0, 0.0, 0.0], [0.0, 0.0, 0.1], [0.1, 0.0, 0.0], [0.0, 0.0, -0.3], [-0.3, 0.1, 0.1], [0.1, -0.1, 0.1], [0.0, 0.1, 0.0], [0.0, 0.1, 0.0], [0.0, 0.0, 0.0]], "e_lumo_ev": -0.1, "gap_ev": 8.15, "multiplicity": 1, "e_above_lowest_kcal_mol": 101.1, "energy_ev": -11485.80135, "largest_force_ev_per_a": 0.86}